# C35H64O28S

9 unconnected molecules or ions with the total composition C35H64O28S (ωB97M-V/def2-TZVPD, OMol25).

Last column: Mulliken charge in e.
Positions of all 128 atoms, in Å:
C: -2.58726 3.46284 1.32229  -0.45
O: -1.45771 4.40566 1.27258  -0.36
C: -1.65352 5.55560 2.17824  -0.35
C: -0.20970 6.31516 2.30884  -0.51
C: 0.58566 6.00322 3.74721  -0.55
O: 1.09996 4.64007 3.85492  -0.23
S: 0.04125 3.53167 4.55471  0.90
O: -1.15925 4.15536 5.29274  -0.62
O: 0.96646 2.78985 5.82752  -0.36
C: 1.21346 1.37154 5.53430  -0.33
C: 1.30334 1.05440 3.92805  0.30
C: 0.04627 0.23888 3.23857  -0.37
C: 0.10978 -0.07201 1.60833  -0.36
C: 1.42642 0.46537 0.77631  -0.15
C: 2.69444 1.25232 1.47297  -0.63
C: 2.62333 1.56303 3.09995  -0.18
H: -2.53525 2.81576 0.33186  0.08
H: -3.64442 3.96527 1.34463  0.27
H: -2.38986 2.73379 2.21611  0.23
H: -2.37674 6.30967 1.59905  0.32
H: -2.18465 5.30178 3.18817  0.36
H: 0.46717 6.08662 1.37884  0.26
H: -0.42423 7.48905 2.34682  0.29
H: 1.54749 6.71082 3.68791  0.26
H: -0.02726 6.39991 4.66056  0.34
H: 2.22709 1.00366 6.04738  0.15
H: 0.36010 0.75298 6.09539  0.24
H: -0.84295 -0.10004 3.94402  0.22
H: -0.80797 -0.63801 1.11874  0.37
H: 1.47038 0.27414 -0.37778  0.18
H: 3.66624 1.61511 0.89044  0.28
H: 3.47784 2.12732 3.69072  0.29
C: 0.92298 -5.19515 -2.41765  -0.28
O: 1.64299 -5.09852 -1.19025  -0.28
C: 1.06924 -4.28383 -0.26907  0.71
O: 0.03006 -3.65896 -0.41256  -0.56
O: 1.85205 -4.28479 0.83929  -0.41
C: 1.36783 -3.46403 1.90046  -0.42
H: 1.47181 -5.87124 -3.07899  0.25
H: -0.07433 -5.61370 -2.24824  0.21
H: 0.85624 -4.21674 -2.90409  -0.04
H: 0.38826 -3.81340 2.24244  0.31
H: 1.31882 -2.41635 1.58654  0.04
H: 2.07068 -3.54056 2.73454  0.31
C: 3.30667 -2.64385 -3.68506  -0.61
O: 2.54698 -1.66294 -4.38857  -0.17
C: 2.90667 -1.50410 -5.68737  0.67
O: 3.79253 -2.11367 -6.26584  -0.55
O: 2.11005 -0.54953 -6.23095  -0.25
C: 2.37692 -0.27499 -7.60485  -0.65
H: 2.93417 -2.68693 -2.65789  0.07
H: 3.17752 -3.63130 -4.13977  0.31
H: 4.36482 -2.36483 -3.65608  0.38
H: 2.21061 -1.16781 -8.21623  0.30
H: 3.39800 0.09869 -7.73254  0.30
H: 1.68247 0.50229 -7.93521  0.22
C: -3.25264 -4.99291 -2.89781  -0.40
O: -2.68240 -5.81279 -3.91608  -0.17
C: -3.58876 -6.36049 -4.76462  0.67
O: -4.79917 -6.20667 -4.71785  -0.55
O: -2.91506 -7.10901 -5.67409  -0.30
C: -3.74751 -7.75066 -6.63820  -0.63
H: -2.43796 -4.60801 -2.27825  -0.04
H: -3.78158 -4.14178 -3.33861  0.28
H: -3.92254 -5.57889 -2.26045  0.34
H: -4.29625 -7.00971 -7.22850  0.28
H: -4.43727 -8.44688 -6.15029  0.29
H: -3.10428 -8.32083 -7.31401  0.22
C: -3.51368 0.48211 -5.89365  -0.81
O: -2.54714 0.68474 -4.86458  -0.29
C: -1.97652 -0.45630 -4.40209  0.73
O: -2.22218 -1.58841 -4.78798  -0.56
O: -1.08533 -0.11947 -3.43585  -0.28
C: -0.40344 -1.22880 -2.85394  -0.09
H: -3.90433 1.46022 -6.18761  0.25
H: -3.05187 0.01802 -6.77106  0.32
H: -4.34711 -0.12519 -5.52630  0.37
H: 0.18269 -1.76129 -3.60990  0.16
H: -1.11263 -1.90456 -2.36511  0.35
H: 0.28303 -0.84328 -2.09520  -0.11
C: 5.24408 2.11245 7.72937  -0.64
O: 5.83524 0.98293 7.08988  -0.29
C: 6.26498 0.01958 7.94356  0.75
O: 6.18392 0.05252 9.16146  -0.54
O: 6.80058 -0.98665 7.20741  -0.29
C: 7.29782 -2.07805 7.97928  -0.62
H: 4.93727 2.81828 6.95259  0.19
H: 4.35501 1.81464 8.29450  0.30
H: 5.96938 2.61090 8.38040  0.33
H: 6.49081 -2.54335 8.55443  0.29
H: 8.10524 -1.74704 8.64039  0.29
H: 7.70228 -2.82348 7.28912  0.22
C: 5.16940 -8.03430 5.50700  -0.62
O: 4.40970 -7.05339 4.80349  -0.32
C: 4.76940 -6.89456 3.50469  0.70
O: 5.65526 -7.50412 2.92623  -0.54
O: 3.97278 -5.93999 2.96112  -0.18
C: 4.23964 -5.66544 1.58722  -0.25
H: 4.79689 -8.07738 6.53418  0.22
H: 5.04024 -9.02175 5.05229  0.28
H: 6.22754 -7.75528 5.53599  0.29
H: 4.07333 -6.55826 0.97583  0.29
H: 5.26073 -5.29177 1.45953  0.38
H: 3.54520 -4.88816 1.25686  -0.03
C: -5.04265 2.40549 -3.09877  -0.32
O: -6.34532 2.85558 -2.73175  -0.34
C: -6.38013 3.59823 -1.59652  0.73
O: -5.41965 3.89265 -0.90246  -0.50
O: -7.66871 3.95644 -1.36732  -0.35
C: -7.85836 4.74774 -0.19596  -0.58
H: -5.13352 1.82256 -4.01944  0.11
H: -4.38110 3.25573 -3.29356  0.18
H: -4.62463 1.75809 -2.32128  0.29
H: -7.30931 5.69162 -0.27474  0.27
H: -7.55281 4.19392 0.69761  0.27
H: -8.92433 4.97598 -0.11129  0.22
C: -2.64756 5.45069 -1.69483  -0.44
O: -2.98909 6.31523 -2.77658  -0.34
C: -3.31614 7.57745 -2.40064  0.69
O: -3.33684 8.00214 -1.25602  -0.56
O: -3.61623 8.28518 -3.51883  -0.34
C: -3.98176 9.64191 -3.27416  -0.61
H: -2.40407 4.46913 -2.11070  0.23
H: -1.76786 5.82701 -1.16283  0.45
H: -3.49471 5.33444 -1.01132  0.12
H: -3.15535 10.18574 -2.80525  0.29
H: -4.88228 9.69316 -2.65368  0.28
H: -4.20034 10.11187 -4.23692  0.23

## Properties
HOMO level (eV): -8.66
LUMO (eV): -0.1560
F_max (Eh/bohr): 0.091

---

# C4H5NO

A single C4H5NO molecule (ωB97M-V/def2-TZVPD, OMol25).

Last column: Mulliken charge in e.
Positions of all 11 atoms, in Å:
C: -2.35758 -0.03551 0.20200  -1.03
C: -0.94156 0.28444 0.29818  0.26
C: 0.26116 0.30848 0.39085  -0.04
C: 1.56824 -0.34427 0.43468  0.46
N: 2.52830 0.17735 -0.36961  -0.37
O: 1.72454 -1.35510 1.09363  -0.56
H: -2.51056 -0.59928 -0.72402  0.27
H: -3.01942 0.83177 0.20143  0.30
H: -2.61327 -0.68790 1.04247  0.27
H: 3.38471 -0.34522 -0.45880  0.22
H: 2.40120 1.03732 -0.87519  0.22

## Properties
HOMO level (eV): -9.77
LUMO (eV): 0.9133
F_max (Eh/bohr): 0.014
Energy above the lowest of the compared OMol25 structures with the same formula, charge and spin (kcal/mol): 32.4

---

# C4H12N2O2

2 unconnected molecules or ions with the total composition C4H12N2O2 (ωB97M-V/def2-TZVPD, OMol25).

Last column: Mulliken charge in e.
Positions of all 20 atoms, in Å:
N: 3.47393 0.20179 -1.49852  -0.51
C: 2.37823 0.02411 -0.64587  0.75
O: 1.73792 -1.08475 -0.79839  -0.81
O: 2.11876 0.89090 0.21997  -0.78
H: 4.25241 0.73947 -1.13309  0.24
H: 3.74806 -0.65593 -2.00701  0.23
C: -1.75668 -0.61032 -0.83156  -1.33
C: -1.17197 0.30822 0.20448  0.55
C: -2.14370 0.85647 1.29941  -1.30
N: -0.05537 -0.37965 0.91541  -0.42
H: -1.04530 -0.89825 -1.56432  0.41
H: -2.23895 -1.57421 -0.38428  0.26
H: -2.52315 -0.10139 -1.42097  0.39
H: -0.64468 1.14583 -0.24092  0.19
H: -2.50939 0.00934 1.92396  0.33
H: -3.03728 1.37608 0.87844  0.34
H: -1.61465 1.44779 2.09193  0.35
H: 0.58767 -1.03036 0.19603  0.39
H: 0.76781 0.25958 1.06668  0.40
H: -0.32367 -0.92471 1.72861  0.31

## Properties
HOMO level (eV): -9.27
LUMO (eV): 0.7382
F_max (Eh/bohr): 0.046
Energy above the lowest of the compared OMol25 structures with the same formula, charge and spin (kcal/mol): 15.2

---

# C5H42N2O14

15 unconnected molecules or ions with the total composition C5H42N2O14 (ωB97M-V/def2-TZVPD, OMol25).

Last column: Mulliken charge in e.
Positions of all 63 atoms, in Å:
C: -0.12281 -1.44226 3.55751  -0.48
C: -1.13411 -2.55151 3.07603  -0.88
C: -1.67666 -2.25702 1.63123  -0.89
C: -0.90308 -1.46739 0.51647  0.31
N: -0.68978 -2.33227 -0.62241  0.03
C: 0.80237 -2.44468 -0.88529  -0.62
N: -0.59243 -0.09033 3.18905  -0.42
H: 0.20798 -1.64647 4.56462  0.50
H: 0.87317 -1.58491 3.04971  0.02
H: -0.60863 -3.47857 3.16798  0.38
H: -1.87888 -2.67654 3.85988  0.39
H: -1.93461 -3.25265 1.17145  0.44
H: -2.57822 -1.75758 1.83652  0.25
H: -1.55891 -0.54435 0.18367  -0.01
H: 0.02779 -0.97408 0.89061  -0.12
H: -1.09149 -3.24552 -0.42298  0.28
H: 1.19302 -1.74081 -1.63137  0.09
H: 1.36598 -2.15242 0.02390  0.25
H: 1.08739 -3.45485 -1.28363  0.31
H: -1.30495 -0.11215 2.51102  0.08
H: -1.03457 0.31255 3.95962  0.25
H: 3.66934 0.76021 -1.11468  0.34
H: 3.23675 1.55171 -2.27679  0.27
O: 3.45819 1.68126 -1.36861  -0.76
H: -3.41239 -1.57277 -3.77695  0.32
H: -2.48299 -2.48383 -2.87716  0.33
O: -3.40400 -2.32405 -3.13309  -0.67
H: 1.94029 2.30790 -0.52662  0.37
H: 0.45385 2.42133 -0.51994  0.25
O: 1.24077 2.55720 0.08496  -0.50
H: -3.36231 0.69709 -3.33421  0.32
H: -1.89575 0.87932 -3.49075  0.24
O: -2.58441 0.27121 -3.74840  -0.58
H: -2.33113 2.08408 1.73278  0.31
H: -3.59865 1.33624 1.35970  0.27
O: -3.04061 1.52756 2.09421  -0.63
H: 1.19991 2.49694 3.10057  0.30
H: 2.73802 2.98432 2.80743  0.38
O: 1.95277 2.97089 3.51893  -0.70
H: 3.17571 -0.82674 1.38510  0.31
H: 3.99479 -1.92326 0.71721  0.32
O: 3.66172 -0.99298 0.51087  -0.56
H: 1.72669 0.16879 -3.34639  0.36
H: 0.94556 1.07186 -4.25999  0.28
O: 1.81054 0.69721 -4.15925  -0.67
H: -3.56863 -0.82695 -1.06547  0.30
H: -4.06111 -0.22090 0.24716  0.27
O: -3.70676 0.07701 -0.64837  -0.55
H: 1.08343 0.16282 2.60066  0.56
H: 2.16987 1.30752 2.56942  0.03
O: 2.08947 0.32340 2.46256  -0.62
H: -1.48228 3.01619 -2.49789  0.30
H: -0.96733 3.42403 -3.84512  0.27
O: -0.94850 2.65904 -3.26111  -0.53
H: 5.09709 2.23618 1.21993  0.25
H: 4.16818 2.38231 0.08532  0.40
O: 4.27004 2.56357 1.04881  -0.57
H: 3.60752 -1.65136 -2.09829  0.22
H: 3.13894 -1.06520 -3.40334  0.27
O: 2.87273 -1.22239 -2.51901  -0.57
H: -3.33536 1.93190 -1.22401  0.24
H: -4.45032 2.79636 -0.73502  0.30
O: -3.51821 2.65874 -0.65870  -0.62

## Properties
HOMO level (eV): -8.79
LUMO (eV): -0.1278
F_max (Eh/bohr): 0.070
Energy above the lowest of the compared OMol25 structures with the same formula, charge and spin (kcal/mol): 104.4

---

# AgClH6O3

A molecular structure, AgClH6O3 (ωB97M-V/def2-TZVPD, OMol25).

Last column: Mulliken charge in e.
Positions of all 11 atoms, in Å:
Ag: -2.22968 0.46541 2.89298  -0.01
Cl: -0.21813 0.05206 1.09996  -0.05
O: 0.31064 0.00067 -2.11870  -0.57
H: 1.26341 0.06071 -2.18850  0.33
H: 0.12084 0.24091 -1.21179  0.24
O: 0.46587 3.46311 0.14652  -0.59
H: 0.28947 2.52284 0.17809  0.30
H: 0.70203 3.63250 -0.76549  0.33
O: -0.44864 -3.67907 0.91443  -0.60
H: 0.11167 -4.03012 0.22229  0.32
H: -0.36747 -2.72905 0.83019  0.30

## Properties
HOMO level (alpha / beta) (eV): -7.05 / -11.71
LUMO (alpha / beta) (eV): 0.2598 / -5.6148
F_max (Eh/bohr): 0.006
Spin multiplicity: 3

---

# C5H10O7P2

2 unconnected molecules or ions with the total composition C5H10O7P2 (ωB97M-V/def2-TZVPD, OMol25).

Last column: Mulliken charge in e.
Positions of all 24 atoms, in Å:
C: -1.78056 0.51075 -1.60906  0.40
C: 0.03568 -3.07919 -0.77835  -1.43
C: 0.13113 3.06589 0.06598  -1.16
C: 0.24017 -1.70074 -0.12666  0.65
C: 0.64197 1.71493 0.56070  0.35
O: -2.25055 0.07208 1.20511  -0.72
O: -4.04024 1.11310 -0.29686  -0.79
O: -2.11154 0.57536 -2.68039  -0.25
O: -3.33351 -1.34653 -0.52442  -0.68
O: 2.17656 0.42709 -2.67424  -0.71
O: 1.31586 -1.18219 -0.91176  -0.35
O: 1.52443 1.36253 -0.45124  -0.35
P: -2.98199 0.02230 -0.07477  0.87
P: 1.06553 0.36593 -1.65977  0.12
H: -0.93815 -3.42588 -0.51066  0.39
H: 0.20402 -3.17722 -1.78580  0.35
H: 0.67131 -3.84947 -0.29332  0.33
H: -0.12922 3.75942 0.83943  0.41
H: 0.75868 3.56210 -0.63655  0.31
H: -0.94817 2.98171 -0.39501  0.19
H: 0.61230 -1.58545 0.97239  0.20
H: -0.74836 -1.20286 -0.32382  -0.39
H: -0.25208 0.94250 0.85796  0.00
H: 1.10119 1.94010 1.56830  0.26

## Properties
HOMO level (eV): -0.88
LUMO (eV): 6.1945
F_max (Eh/bohr): 0.095
Energy above the lowest of the compared OMol25 structures with the same formula, charge and spin (kcal/mol): 35.9
Charge: -2